22
Properties=species:S:1:pos:R:3:forces:R:3 method="wB97M-V/def2-TZVPD" charge=0 smiles="CCC(C)=O.NC(=O)NO" orbital_gap_ev=10.18 homo_ev=-9.5 lumo_energy_ev=0.67
C -0.457389 -2.118387 1.084061 0.0417 0.4898 -0.0353
C -0.583314 -1.401035 -0.256342 -1.5901 1.2982 -0.5972
C -1.009818 0.253705 -0.353413 -0.8426 -3.2693 -0.4035
C -1.884271 0.699912 0.777231 0.3347 0.5279 0.0826
O -0.990752 0.754514 -1.449695 0.0725 0.3316 -0.0414
H -1.350978 -1.986401 1.694727 0.0183 0.0168 -0.0144
H -0.330110 -3.188290 0.920638 0.0824 0.0307 0.0022
H 0.397341 -1.747189 1.652095 0.0290 -0.1461 0.1185
H -1.471417 -1.783681 -0.768014 -0.0612 -0.0868 -0.0013
H 0.216346 -1.645805 -0.958377 0.2486 0.3199 0.1144
H -1.953691 1.786115 0.756004 -0.0729 0.0010 0.0616
H -2.880759 0.278705 0.634225 0.0342 -0.0727 -0.0745
H -1.498089 0.368087 1.737171 -0.0410 0.0006 0.0534
N 0.987875 0.784379 0.513422 0.1250 -2.8058 -0.3976
C 1.836526 1.653011 -0.146212 -0.3133 -0.1794 -0.7207
O 2.289244 2.660558 0.358650 0.1073 0.0067 0.2135
N 2.038744 1.381184 -1.472460 -0.2615 -0.1519 0.0610
O 1.603133 0.205127 -2.087719 0.2249 0.2580 0.2263
H 0.785270 -0.275286 0.151934 1.6598 3.7759 1.3819
H 0.944012 0.990870 1.503178 0.1055 -0.3014 -0.1382
H 2.656406 1.978855 -1.999793 -0.0699 -0.2161 -0.0279
H 0.655690 0.351052 -2.291312 0.1686 0.1722 0.1367

21
Properties=species:S:1:pos:R:3:forces:R:3 method="wB97M-V/def2-TZVPD" charge=0 orbital_gap_ev=8.08 homo_ev=-9.3 lumo_energy_ev=-1.25
C 1.573905 0.067558 1.079777 -2.2122 1.7416 -1.9386
C 0.206979 1.849944 -0.233223 -1.1531 0.5853 2.2093
C 0.924892 -0.203378 -1.319480 0.2148 -2.9270 -1.0197
C -0.851106 -0.317946 0.535767 2.0748 -3.2665 1.0171
C 0.443992 0.360858 0.034842 0.3964 -2.6372 -1.1432
N -0.677832 -2.270972 0.520228 1.8185 5.2591 0.0862
N -2.066176 -0.102313 -0.273487 -0.3702 -0.6326 0.3427
O -2.160441 -0.541580 -1.414091 1.1361 -0.0973 -0.1283
S -3.300172 0.587167 0.458794 -0.9954 0.9441 0.8393
H 1.249882 0.503228 1.956939 -0.0781 1.5045 2.1356
H 2.436708 0.469975 0.658072 1.6082 1.2570 -0.2365
H 1.833237 -0.883881 1.347793 -0.1031 -3.0206 -0.0675
H -0.836707 2.137410 -0.693331 2.3069 -0.7239 0.5305
H 1.091099 2.108582 -0.811044 -0.3954 0.8597 -0.1492
H 0.243113 2.322544 0.811432 -0.0393 -0.0274 -1.5741
H 1.023208 -1.350956 -1.472117 -0.6678 1.4703 1.1433
H 0.166517 0.039573 -2.048183 0.2138 0.4217 -0.6621
H 1.962896 0.008563 -1.660652 -0.7694 1.0312 0.4875
H -0.942334 -0.049597 1.650191 -0.6692 -0.5345 -1.9509
H -1.299349 -2.352133 1.285546 -1.3679 -0.7689 0.2642
H -1.022319 -2.382652 -0.413773 -0.9483 -0.4388 -0.1858

20
Properties=species:S:1:pos:R:3:forces:R:3 method="wB97M-V/def2-TZVPD" charge=0 orbital_gap_ev=9.03 homo_ev=-8.2 lumo_energy_ev=0.80
C -1.168706 -1.787660 0.274863 -0.2656 0.0102 1.0797
C -0.859822 -0.578158 -0.597137 0.6804 -0.6701 -0.3560
N 0.539596 -0.131649 -0.457374 -0.2696 0.0853 0.0281
C 1.474552 -1.141049 -0.904999 0.6811 -1.0495 0.3485
N 0.761718 1.010791 -1.255462 -0.1653 0.4524 0.0613
C 0.276382 2.133269 -0.896359 0.1942 0.2838 -0.5398
S -0.628735 2.672939 0.524264 0.1611 -0.1493 -0.1259
C -0.015172 1.642240 1.872083 -0.2828 -0.1414 -0.0851
H -0.684418 -2.701912 -0.067111 0.0785 0.0837 -0.0413
H -2.255859 -1.992438 0.262316 0.4714 0.1783 0.0263
H -0.862521 -1.622207 1.354298 -0.3257 -0.1068 -1.2160
H -1.484885 0.241309 -0.327733 -0.5404 0.6243 0.2735
H -1.063930 -0.807000 -1.662989 0.0341 0.0032 0.2705
H 2.497038 -0.718500 -0.879552 -0.5878 -0.2712 -0.0408
H 1.444130 -2.026529 -0.215236 0.0530 0.8935 -0.5235
H 1.266147 -1.523191 -1.925638 0.0175 0.2954 0.2318
H 0.444767 2.974494 -1.607142 -0.1305 -0.6889 0.5506
H 1.053750 1.585893 1.888756 0.5991 0.1292 -0.1606
H -0.391747 0.629623 1.848530 -0.2191 -0.1209 -0.0717
H -0.342284 2.139734 2.771621 -0.1837 0.1590 0.2903

20
Properties=species:S:1:pos:R:3:forces:R:3 method="wB97M-V/def2-TZVPD" charge=0 orbital_gap_ev=9.98 homo_ev=-9.2 lumo_energy_ev=0.75
C 1.573684 1.969213 -0.306038 0.8180 1.1969 0.9912
N 0.297732 1.332296 -0.273162 -0.4834 -1.4394 -0.3835
C 0.227585 0.167758 0.229935 0.4482 0.4871 0.8569
N 1.369019 -0.471789 0.858388 -0.2910 0.7017 -1.4494
S 2.642140 -1.108370 -0.096244 -0.4385 0.2233 0.2895
C -1.081738 -0.584919 0.352186 -0.4195 0.0770 0.2275
C -2.323732 0.326623 0.232341 1.9502 0.4783 -1.9830
C -1.085227 -1.688701 -0.689115 1.0272 -1.2504 -1.1671
H 2.206693 1.683870 -1.166352 -0.4525 0.1933 0.2604
H 1.389034 3.062141 -0.286935 0.2969 -0.5249 -0.4188
H 2.145246 1.758731 0.631022 -0.1641 -0.0085 -0.6013
H 1.123129 -1.017943 1.644851 -0.0790 -0.7805 0.6089
H 3.494327 -0.074192 0.024334 0.0727 -0.0790 0.0499
H -1.105100 -1.078259 1.347624 0.0877 0.2881 -0.3176
H -2.226995 1.129800 0.924919 -0.2818 0.4780 0.8622
H -3.203880 -0.262192 0.354731 -0.7685 -0.1566 0.0367
H -2.268856 0.865475 -0.772291 -0.3774 -0.9763 1.0955
H -0.997459 -1.303293 -1.726449 -0.0543 0.1442 0.6018
H -1.980651 -2.322279 -0.704540 0.0787 0.2262 0.3868
H -0.194950 -2.383974 -0.579204 -0.9696 0.7216 0.0534

20
Properties=species:S:1:pos:R:3:forces:R:3 method="wB97M-V/def2-TZVPD" charge=0 orbital_gap_ev=9.00 homo_ev=-8.5 lumo_energy_ev=0.47
C 0.703596 -2.052707 0.246081 3.3887 -5.3833 0.3791
C 1.112952 -0.771932 -0.342257 -1.4247 0.7418 0.3286
N 0.418373 0.255664 0.548061 -1.0135 2.0379 -2.0611
S 1.310815 0.891621 1.806396 -0.7387 -3.2388 1.9026
C -0.809723 1.015532 0.202583 2.3238 -2.5559 -5.3094
C -1.775516 1.067968 1.243979 -0.7489 -0.3086 2.8816
N -1.148767 1.115155 -1.073554 0.0813 1.6361 4.3501
C -0.135567 1.190355 -2.029971 1.0380 -1.5617 -2.8277
H 1.227862 -2.360658 1.238180 -1.7999 1.1739 -0.9338
H -0.369553 -2.158403 0.089767 0.0853 -0.2750 0.8143
H 1.232185 -3.058748 -0.316296 -1.5367 2.8377 0.6431
H 0.691079 -0.875541 -1.385660 0.8376 0.6573 1.2207
H 2.134192 -0.418872 -0.239727 0.4063 -0.8216 -0.6836
H 0.945918 -0.362882 2.616181 1.2387 2.6634 -0.6709
H -1.833351 2.200522 1.802948 -0.3866 -3.4021 -1.7364
H -1.159128 0.282682 2.008668 -3.0348 2.0707 -1.3168
H -2.690058 0.611119 0.550362 1.5676 1.5224 2.8998
H -0.714825 0.465019 -2.914683 2.5961 1.7713 1.7631
H -0.101132 2.290065 -2.523645 0.2585 -2.5522 1.2519
H 0.960647 0.674041 -1.527415 -3.1382 2.9868 -2.8952

20
Properties=species:S:1:pos:R:3:forces:R:3 method="wB97M-V/def2-TZVPD" charge=+1 orbital_gap_ev=10.17 homo_ev=-13.9 lumo_energy_ev=-3.69
C 0.343297 1.680373 -0.373989 0.9906 0.7900 -2.3017
C 0.416512 2.379796 0.588687 -0.1390 0.3015 1.4435
C -0.576598 -0.458421 -0.344013 0.6187 -2.8082 0.6010
C -2.889681 0.289432 -0.564170 -1.8639 0.1496 -0.0921
C 2.696222 -0.794629 0.155154 -0.7513 -0.0664 1.9597
N 0.341192 -1.059655 0.472367 -2.8413 1.5604 0.1798
N -1.680968 0.060734 0.142467 1.5893 -0.8459 2.3524
N 1.443179 -1.582133 -0.088341 2.3699 0.4946 -0.9125
H 0.410591 1.271282 -1.393347 0.0004 0.6783 1.1626
H 0.395975 2.844642 1.563530 0.1190 0.0203 -0.5784
H -0.327266 -0.703847 -1.436326 -1.0661 0.6120 1.5947
H -3.044461 1.395436 -0.522761 -0.7814 -0.9939 0.0740
H -2.838203 0.013269 -1.629567 0.2624 -0.0734 0.5177
H -3.665807 -0.404030 -0.050134 0.7863 1.7347 -1.0480
H 3.473184 -1.380780 0.778916 -1.4046 0.9527 -0.8153
H 3.168211 -0.550609 -0.800370 -0.2090 0.4771 0.3250
H 2.223378 0.076288 0.771563 1.9797 -0.9714 -1.3076
H 0.249574 -0.773165 1.469782 0.6167 -0.6683 -0.6619
H -1.726725 0.252773 1.221224 0.2436 -0.5661 -2.8787
H 1.588391 -2.556750 0.039332 -0.5201 -0.7776 0.3859

20
Properties=species:S:1:pos:R:3:forces:R:3 method="wB97M-V/def2-TZVPD" charge=+1 orbital_gap_ev="9.54 / 6.35" homo_ev="-13.7 / -12.8" lumo_energy_ev="-4.16 / -6.49"
C 2.185970 1.856677 -0.328640 -0.0434 0.1570 -0.2378
C 2.003248 0.633254 0.187115 0.0513 -0.3388 0.3529
C -1.532104 0.119820 -0.124178 -2.1268 0.2300 -0.2127
C -2.947153 0.216746 -0.713504 0.0169 0.0819 0.2207
C 1.711583 -1.786038 -0.073434 0.0686 -0.8660 0.1975
N -0.753921 -0.136162 -1.054200 2.3064 -0.5693 -0.7363
N -1.419810 0.291972 1.193599 0.6098 0.0146 0.6848
N 1.594092 -0.439060 -0.548658 -0.3060 0.8784 -0.3033
H 2.513656 2.678342 0.279916 0.0761 0.0879 0.1959
H 2.006664 2.055016 -1.369603 -0.0496 0.0530 -0.3032
H 2.168027 0.436442 1.239372 -0.0006 -0.0835 0.0111
H -3.555240 -0.542777 -0.226207 -0.1278 0.0436 0.0232
H -2.938945 0.036667 -1.785980 0.0379 0.0175 0.0832
H -3.319198 1.220506 -0.518186 -0.1462 0.0016 0.0239
H 1.107443 -2.452569 -0.685571 -0.0495 0.1284 0.0400
H 2.754471 -2.116192 -0.138002 -0.0412 0.0940 -0.0214
H 1.399563 -1.860221 0.967152 -0.0373 0.0782 -0.0447
H -2.218066 0.562229 1.743959 0.0640 -0.0402 -0.1122
H -0.518150 0.290474 1.637744 -0.1157 0.0342 0.0554
H 1.577410 -0.314388 -1.556103 -0.1870 -0.0024 0.0831

21
Properties=species:S:1:pos:R:3:forces:R:3 method="wB97M-V/def2-TZVPD" charge=+1 orbital_gap_ev=8.63 homo_ev=-13.4 lumo_energy_ev=-4.74
C -1.434108 1.032452 0.320254 2.7004 -1.4553 -0.4341
C -0.605076 -1.758754 0.619317 -0.3752 0.8371 -1.6241
C 0.717150 0.618231 -1.499636 0.1966 -1.6275 -0.6714
C 1.918659 0.997345 0.630104 1.0544 1.5881 2.0586
C -0.156606 -0.402749 0.772358 -0.7218 3.1456 0.8109
N -2.624057 -0.731124 -0.833040 -2.2730 0.2327 1.4260
N -2.275877 0.329434 -0.268524 -1.1970 -0.7055 -0.4736
N 1.026039 0.095246 -0.093991 -0.2478 -2.8001 -0.6241
O -0.924291 2.097583 0.455468 -0.5642 0.7550 0.4846
H -1.635531 -1.772774 0.145143 0.4536 0.1091 -0.5567
H 0.042851 -2.286585 -0.025421 0.5357 -0.8057 -1.1705
H -0.808036 -2.417113 1.390014 0.0666 -0.6168 2.4757
H 1.724606 0.859834 -1.840130 -0.1244 -0.4720 -0.6542
H 0.222506 -0.280453 -2.039658 0.8618 1.8622 0.5663
H 0.182037 1.573411 -1.603784 -0.2704 -0.6745 0.8363
H 1.682395 2.063265 0.629899 -1.0564 -0.3106 -0.5891
H 2.001289 0.794459 1.695024 -0.6049 -0.6225 0.0806
H 2.962849 1.044823 0.393759 0.5113 -0.9125 -1.3074
H 0.017509 0.088033 1.722365 -0.1807 -0.6278 0.3169
H -3.536502 -1.055479 -0.297890 1.7689 0.3689 -1.2332
H 1.502199 -0.889083 -0.271632 -0.5333 2.7322 0.2824

22
Properties=species:S:1:pos:R:3:forces:R:3 method="wB97M-V/def2-TZVPD" charge=0 smiles="CN1NN=N[C@H]1C(C)(C)O" orbital_gap_ev=8.87 homo_ev=-8.0 lumo_energy_ev=0.88
C 1.541935 0.808953 -1.872878 -0.8160 -0.0218 0.0139
N 0.873364 0.902388 -0.631305 -2.6348 -3.0810 2.7360
N 1.257084 1.823227 0.344889 -0.2732 -1.5916 -0.0912
N 1.488749 1.220763 1.511691 0.8601 2.1563 0.6042
N 1.225469 0.026538 1.510053 0.5605 -1.1741 1.5944
C 0.729902 -0.467864 0.296915 -0.2235 3.2127 -1.9772
C -0.732491 -0.966569 0.529466 0.3408 1.3907 -1.6821
C -1.487621 -1.022368 -0.817621 -1.0787 0.8143 0.8663
C -1.547588 0.055839 1.330404 -0.3260 0.5997 -2.0940
O -0.672805 -2.228937 1.095998 1.0238 -0.8187 2.5158
H 1.473693 1.850850 -2.099796 0.8080 0.7261 -1.4685
H 2.587839 0.421000 -1.846935 -0.6636 -0.0331 -0.3782
H 0.741102 0.302991 -2.490534 1.7272 0.1376 0.0075
H 1.615714 2.715093 0.107282 0.4223 0.5650 0.1203
H 1.447156 -1.156882 -0.114778 -0.2038 -0.9072 -0.3502
H -1.250272 -0.012793 -1.328994 -0.5498 -1.8779 0.4544
H -2.600893 -1.004495 -0.435861 1.9309 -0.3672 -1.6284
H -1.227812 -1.931804 -1.396419 -0.2879 0.7061 0.1442
H -1.142741 0.257036 2.294503 0.2179 0.3479 0.7219
H -1.581800 0.999296 0.633816 -0.1014 -1.4915 1.7177
H -2.549992 -0.413556 1.382808 0.4356 0.6618 0.3468
H -0.187990 -2.178706 1.997296 -1.1683 0.0459 -2.1733

24
Properties=species:S:1:pos:R:3:forces:R:3 method="wB97M-V/def2-TZVPD" charge=+1 smiles="N[C@]12CS[C@H]([NH3+])[C@@]1(N)NC(=O)N2" orbital_gap_ev=10.21 homo_ev=-13.2 lumo_energy_ev=-2.99
N 0.706688 1.432436 0.330346 0.3899 0.3889 0.4644
C 0.885723 0.063076 0.730353 -2.8809 -1.8441 -0.9095
C 1.958571 -0.626415 -0.105128 0.1370 -0.0730 -0.2571
S 1.209591 -1.705160 -1.390639 -0.3747 0.0907 0.0753
C -0.450861 -1.027208 -1.181888 0.5669 -0.5112 0.1334
N -0.485695 0.339412 -1.808362 -0.2561 0.2734 -0.1893
C -0.718080 -0.773839 0.293257 2.8859 1.6760 0.6685
N -1.811574 0.143282 0.437572 -0.1582 -0.0053 0.1135
N -0.586648 -1.813013 1.239356 -0.0506 -0.2473 -0.2836
C 0.182863 -1.489821 2.354256 -0.0483 0.1142 -0.1789
O 0.240147 -2.118864 3.363867 0.0490 -0.2891 0.4153
N 0.859909 -0.296994 2.100939 0.0074 0.4616 0.2226
H 0.010522 1.894251 0.908701 0.0024 -0.0051 -0.0310
H 1.570944 1.966198 0.398244 -0.0638 -0.0152 -0.0486
H 2.595360 0.097790 -0.614322 0.0485 -0.0061 0.0956
H 2.578943 -1.272495 0.514233 -0.0380 0.0963 -0.0022
H -1.159140 -1.698031 -1.671668 -0.0059 0.0812 -0.0598
H -0.037249 0.328091 -2.729209 -0.0903 -0.0018 0.2228
H 0.038670 0.997778 -1.098984 -0.2466 -0.1627 -0.5399
H -1.448461 0.685063 -1.877604 0.2582 0.0200 -0.0282
H -2.686931 -0.295021 0.165227 -0.0858 0.0462 0.0475
H -1.911888 0.427610 1.407764 -0.0598 -0.0416 -0.0219
H -1.298921 -2.517107 1.371906 0.0249 0.0415 0.0717
H 1.633853 -0.089571 2.716542 -0.0111 -0.0873 0.0195

19
Properties=species:S:1:pos:R:3:forces:R:3 method="wB97M-V/def2-TZVPD" charge=-1 smiles=NCCCCC[O-] orbital_gap_ev=5.44 homo_ev=-1.8 lumo_energy_ev=3.65
N 0.624441 1.979832 1.864454 0.7489 0.8358 0.5212
C 0.154709 1.536100 0.571617 1.1092 -2.8722 -1.4846
C -1.182507 0.764656 0.347630 0.3928 0.4648 2.0344
C -1.281823 0.035726 -1.005187 -2.1603 0.7386 -1.2974
C -0.100774 -0.824769 -1.364822 -0.0779 -1.4946 -1.5559
C 0.307133 -1.673479 -0.174783 3.1605 -0.5298 0.0033
O 1.539716 -2.298898 -0.365900 -0.9890 0.2733 0.0014
H 1.331501 2.701694 1.522542 -1.2002 -1.0002 1.6341
H -0.153670 2.459668 2.312835 0.3445 0.3587 0.1360
H 0.312244 2.392965 0.003197 -1.1365 1.5252 -2.1530
H 0.949998 0.892781 0.143778 -0.2615 0.0110 0.5358
H -1.908816 1.554429 0.426314 -1.0013 0.2997 -0.2797
H -1.414180 0.118623 1.273284 0.6417 0.5874 -1.5215
H -2.330379 -0.496019 -1.104534 2.0354 0.6580 0.4997
H -1.344393 0.793981 -1.830436 -0.1708 -0.0983 0.7290
H -0.285719 -1.447802 -2.351395 0.1771 1.0434 1.8700
H 0.794198 -0.195005 -1.612315 -0.6916 -0.4785 0.2475
H 0.399622 -0.891280 0.598436 -0.0160 -0.2582 0.5212
H -0.419657 -2.381076 0.247575 -0.9049 -0.0644 -0.4415

19
Properties=species:S:1:pos:R:3:forces:R:3 method="wB97M-V/def2-TZVPD" charge=-1 smiles=CN[C@H](C)CC[O-] orbital_gap_ev=6.01 homo_ev=-2.3 lumo_energy_ev=3.75
C -1.236762 -0.885219 -2.068402 -2.1579 -0.6688 0.1448
N -1.299373 -0.299431 -0.719520 1.0708 -0.1542 -0.4186
C -0.017900 0.268043 -0.194611 0.2837 -0.2639 -0.4927
C 1.264025 -0.564024 -0.489600 -0.7024 -1.0974 0.5031
C -0.255868 0.467508 1.302797 0.6660 -1.0035 0.0410
C 0.764665 1.404242 2.051037 -1.1680 1.2163 -0.8585
O 2.031348 1.381306 1.648937 0.0894 -0.5358 0.1098
H -1.491409 -1.958425 -1.987431 0.9408 -0.0160 -0.1847
H -0.371038 -0.707527 -2.699433 0.2306 0.0434 0.3370
H -2.150699 -0.588518 -2.610945 0.4207 0.6039 -0.2453
H -1.513500 -1.076827 -0.105841 -0.0301 0.1558 0.1916
H 0.204943 1.177051 -0.764722 -0.6469 0.4635 0.5542
H 1.007471 -1.584953 -0.843125 0.0218 0.3566 -0.0087
H 1.790285 -0.687792 0.453499 0.3295 0.2446 -0.1032
H 1.924026 -0.099709 -1.218212 0.0241 0.0650 0.0209
H -1.322561 0.683234 1.426767 0.1120 0.6931 0.2370
H -0.159329 -0.524034 1.808036 0.1288 0.0664 -0.5424
H 0.283965 2.437394 1.897171 0.1655 -0.2493 0.2750
H 0.547710 1.157681 3.113598 0.2215 0.0799 0.4398

Calculated total energy in eV, matching the order above: -14500.176, -21237.338, -19193.465, -19194.127, -19188.429, -9838.651, -9840.251, -11885.337, -13383.267, -25707.485, -8915.054, -8915.841
Energy relative to the best compared isomer or geometry (same formula, charge and spin) in kJ/mol, matching the order above: 321.3, 381.5, 120.7, 56.8, 606.6, 536.5, 382.1, 658.2, 402.2, 0.0, 193.9, 118.0